23
Properties=species:S:1:pos:R:3:forces:R:3 method="wB97M-V/def2-TZVPD" homo_ev=-14.767 orbital_gap_ev=5.5 charge=+1 e_above_lowest_ev=7.892
C 2.216 0.777 -0.286 0.10 1.01 -3.04
C 1.379 1.401 0.810 -0.98 1.16 -0.48
C 0.293 0.543 1.396 -0.98 -0.64 -0.17
C -1.090 0.657 0.782 -0.48 0.90 1.15
C -1.222 0.730 -0.671 2.93 2.22 -2.76
C -1.167 -0.582 -1.410 -1.48 -1.69 2.47
N -0.013 -1.236 -0.842 -0.96 0.28 -1.94
H 1.726 -0.057 -0.891 0.72 1.20 0.87
H 2.565 1.578 -1.074 -0.85 -1.41 1.46
H 3.139 0.407 0.089 0.65 -0.67 0.48
H 0.867 2.319 0.443 0.33 -0.38 0.03
H 2.017 1.766 1.582 0.57 0.15 0.62
H 0.474 -0.519 1.064 0.49 -0.66 0.36
H 0.199 0.600 2.496 0.29 -0.41 -0.51
H -1.685 -0.208 0.967 -0.50 -0.89 1.26
H -1.679 1.474 1.229 0.43 0.07 -0.10
H -2.055 1.363 -0.873 -1.04 -0.10 -0.89
H -0.370 1.196 -1.231 -0.40 0.88 1.12
H -1.197 -0.409 -2.544 0.57 -0.54 1.02
H -2.188 -1.063 -1.162 1.36 -0.81 -0.86
H -0.837 -4.098 0.267 -0.22 -0.16 0.18
H -1.405 -4.358 0.683 0.23 0.16 -0.18
H 0.033 -2.279 -0.825 -0.79 0.34 -0.09